(1)
Molecular formula: C5H8O
Method: DFT, wB97M-V/def2-TZVPD

Element x y z (Å)
C1 0.7583 -0.0009 0.8675
H1 1.1959 0.4905 -1.2313
H2 0.7197 -0.9415 1.4331
H3 -1.5654 -0.1509 -1.3473
C2 1.2345 -0.3783 -0.5413
C3 -1.0824 -0.6020 -0.4644
O1 -0.8636 1.7857 0.2367
C4 0.1328 -1.2481 -1.0636
C5 -0.6919 0.4320 0.6217
H4 -1.8140 -1.3418 -0.1219
H5 1.3809 0.7028 1.4187
H6 2.2459 -0.7824 -0.6332
H7 -0.3504 1.9671 -0.5609
H8 -1.2980 0.3300 1.5238

Summary:
- HOMO: -8.52 eV
- Frontier orbital gap: 8.50 eV
- Relative energy (zero: lowest compared OMol25 entry of this formula, charge and spin): 88.4 kcal/mol

---

(2)
Molecular formula: C5H8O
Method: DFT, wB97M-V/def2-TZVPD

Element x y z (Å)
H1 1.3315 1.6131 1.3684
C1 -1.1804 -0.9775 -1.0491
H2 1.8593 -1.0324 -0.1875
O1 0.6181 0.6566 -0.4832
H3 -2.7592 0.2689 -0.0137
H4 0.8080 -0.0597 1.9671
H5 -1.6624 -1.9359 -0.8619
H6 -1.6910 1.1685 -1.1877
H7 -0.6581 -0.9212 -2.0045
H8 2.6988 0.5696 -0.4384
C2 -1.8109 0.2952 -0.5491
C3 -0.5902 -0.2431 0.1326
C4 1.1899 0.5540 1.1681
C5 1.8302 0.0464 -0.0388

Summary:
- HOMO (alpha / beta): -7.19 / -7.19 eV
- Frontier orbital gap (alpha / beta): 7.60 / 7.60 eV
- Relative energy (zero: lowest compared OMol25 entry of this formula, charge and spin): 164.5 kcal/mol

---

(3)
Molecular formula: C5H8O
Method: DFT, wB97M-V/def2-TZVPD

Element x y z (Å)
C1 -0.0785 -2.1550 -0.7632
H1 0.4295 -3.2259 -1.2617
C2 0.3354 0.3813 -0.5946
H2 -0.9285 -2.2019 -0.0771
H3 -0.3280 0.6727 -1.4781
H4 1.1751 0.9879 -0.5735
H5 -0.5438 2.6596 0.4869
H6 -1.5418 0.4528 0.5210
C3 -0.3778 1.9739 1.2568
C4 -0.4573 0.6550 0.7224
H7 -0.2625 -0.1482 1.5164
O1 0.0601 2.2254 2.3788
H8 1.7718 -1.2318 -1.1766
C5 0.7463 -1.0459 -0.9576

Summary:
- HOMO: -9.56 eV
- Frontier orbital gap: 10.41 eV
- SMILES string: C=CCCC=O
- Relative energy (zero: lowest compared OMol25 entry of this formula, charge and spin): 64.9 kcal/mol

---

(4)
Molecular formula: C5H8O
Method: DFT, wB97M-V/def2-TZVPD

Element x y z (Å)
C1 0.0702 0.8069 0.4453
C2 -0.4889 0.1840 1.8542
H1 -0.3956 0.9964 2.5726
C3 -0.3939 -1.4383 -0.2013
C4 0.0707 -0.2732 -0.5805
C5 0.5942 -0.0111 -1.9707
H2 1.0356 0.9832 -1.9992
H3 0.1113 -0.6433 2.2253
O1 -0.6167 -2.5571 0.0675
H4 -0.6660 1.5760 0.2076
H5 -0.2020 -0.0520 -2.7145
H6 1.0700 1.2353 0.5646
H7 1.3553 -0.7387 -2.2512
H8 -1.5443 -0.0681 1.7805

Summary:
- HOMO: -8.33 eV
- Frontier orbital gap: 9.27 eV
- SMILES string: CCC(C)=C=O
- Relative energy (zero: lowest compared OMol25 entry of this formula, charge and spin): 30.8 kcal/mol

---

(5)
Molecular formula: C5H8O
Method: DFT, wB97M-V/def2-TZVPD

Element x y z (Å)
C1 0.1169 0.0632 -0.1330
C2 1.4014 -0.5149 0.4163
H1 -0.3988 -0.8160 -2.0410
H2 0.9405 1.2986 1.5648
H3 -0.7543 0.9230 -1.9186
H4 0.0178 -1.6693 1.7533
C3 -0.0419 0.1385 -1.6379
H5 -1.7778 0.3293 0.9041
C4 -1.0544 -0.4625 0.6810
H6 -1.5758 -1.2496 0.1142
O1 -0.6021 -0.9472 1.9378
H7 1.7184 1.5964 -0.0644
H8 0.9125 0.3686 -2.1236
C5 1.0975 0.9418 0.5469

Summary:
- HOMO: -9.03 eV
- Frontier orbital gap: 8.60 eV
- Relative energy (zero: lowest compared OMol25 entry of this formula, charge and spin): 110.2 kcal/mol

---

(6)
Molecular formula: C5H8O
Method: DFT, wB97M-V/def2-TZVPD

Element x y z (Å)
C1 -0.1127 1.3143 0.5634
H1 0.1492 1.5028 1.6135
C2 1.4545 -0.4026 -0.6793
C3 -1.2622 -0.0400 -0.4186
C4 0.1704 -0.0658 0.0155
H2 -1.7147 -0.2368 -1.3885
H3 -1.2665 -0.8002 1.5972
H4 2.2583 -0.5434 0.0528
H5 -0.7616 -2.0795 0.3818
H6 1.7437 0.4269 -1.3365
O1 -1.5277 1.1820 0.2804
C5 -0.8468 -1.0223 0.6186
H7 1.3846 -1.3080 -1.2887
H8 0.2955 2.1097 -0.0740

Summary:
- HOMO: -9.27 eV
- Frontier orbital gap: 10.33 eV
- Relative energy (zero: lowest compared OMol25 entry of this formula, charge and spin): 54.8 kcal/mol

---

Number 1: energy -7358.421 eV. Number 2: energy -7355.121 eV. Number 3: energy -7359.442 eV. Number 4: energy -7360.920 eV. Number 5: energy -7357.477 eV. Number 6: energy -7359.879 eV.